1.
Molecular formula: C47H57Cl2N4O3SSeTi
Method: DFT, ωB97M-V/def2-TZVPD

## Properties
* frontier orbital gap (alpha / beta): 4.245 / 6.544 eV
* ΔE to the lowest compared entry with this formula, charge and spin: 26.0 kcal per mole
* calculated total energy: -186115.840 eV
* charge: -1
* E_LUMO (alpha / beta): 0.0765 / 0.0764 Ha
* spin multiplicity: 3

Element x y z (Å)
Ti 0.424 1.653 0.201
C -1.824 -3.384 -5.481
C -0.792 -2.257 -5.609
C 0.584 -2.892 -5.822
C -1.130 -1.408 -6.842
C -0.817 -1.378 -4.353
C 0.310 -1.142 -3.575
C 0.237 -0.331 -2.459
Se 1.794 -0.117 -1.329
C 1.291 -1.562 -0.147
C 1.679 -2.859 -0.437
C 1.323 -3.908 0.410
C 0.567 -3.571 1.522
C 0.138 -2.281 1.840
C 0.529 -1.232 0.992
O 0.214 0.043 1.223
C -0.740 -2.140 3.106
C -1.271 -0.714 3.321
C -1.970 -3.059 2.987
C 0.081 -2.523 4.344
C 1.694 -5.371 0.158
C 2.514 -5.914 1.338
C 0.414 -6.207 0.009
C 2.523 -5.533 -1.115
C -0.960 0.296 -2.058
O -0.943 1.097 -1.001
C -2.124 0.050 -2.811
C -1.999 -0.767 -3.939
C -3.520 0.645 -2.507
C -3.899 1.621 -3.630
C -3.600 1.412 -1.179
C -4.556 -0.490 -2.431
H -1.777 -4.049 -6.355
H -2.844 -2.991 -5.412
H -1.632 -3.980 -4.582
H 0.559 -3.533 -6.710
H 0.878 -3.511 -4.965
H 1.360 -2.133 -5.977
H -1.096 -2.019 -7.755
H -0.414 -0.587 -6.949
H -2.131 -0.973 -6.760
H 1.267 -1.590 -3.823
H 2.268 -3.029 -1.333
H 0.280 -4.371 2.202
H -1.914 -0.407 2.490
H -0.477 0.026 3.419
H -1.874 -0.712 4.241
H -2.528 -2.828 2.073
H -2.636 -2.901 3.846
H -1.705 -4.121 2.960
H 0.926 -1.835 4.466
H 0.480 -3.541 4.270
H -0.543 -2.464 5.247
H 1.950 -5.856 2.276
H 3.436 -5.335 1.465
H 2.785 -6.965 1.170
H -0.173 -6.210 0.935
H 0.659 -7.249 -0.241
H -0.219 -5.799 -0.787
H 3.456 -4.960 -1.065
H 1.968 -5.203 -2.001
H 2.780 -6.589 -1.250
H -2.891 -0.932 -4.542
H -3.166 2.432 -3.692
H -4.886 2.062 -3.435
H -3.933 1.122 -4.605
H -2.978 2.306 -1.179
H -3.281 0.797 -0.335
H -4.645 1.709 -1.022
H -4.656 -1.034 -3.375
H -5.540 -0.078 -2.177
H -4.275 -1.212 -1.655
Cl 4.256 3.580 2.730
C 3.744 3.964 1.084
C 4.445 4.930 0.367
C 4.081 5.227 -0.929
Cl 5.014 6.448 -1.794
C 3.003 4.592 -1.575
C 2.571 4.812 -2.922
C 1.471 4.066 -3.398
C 0.801 3.189 -2.591
N 1.156 2.975 -1.275
C 2.291 3.645 -0.805
C 2.669 3.295 0.512
O 1.944 2.332 1.095
H 5.274 5.446 0.829
H 3.093 5.516 -3.556
H 1.131 4.186 -4.422
H -0.056 2.636 -2.948
C -2.838 4.761 1.928
C -1.823 5.240 1.125
C -0.846 4.370 0.666
N -0.840 3.072 0.977
C -1.806 2.623 1.797
C -2.822 3.428 2.273
H -3.625 5.419 2.284
H -1.774 6.284 0.838
H -0.045 4.703 0.028
H -1.735 1.581 2.079
H -3.575 3.001 2.925
N 3.586 -0.120 1.180
H 2.859 0.411 1.648
H 4.410 0.469 1.170
H 3.795 -0.932 1.747
S 0.698 2.527 3.964
C 0.765 2.831 5.582
N 1.795 3.587 6.087
C 1.994 3.898 7.380
C 1.137 3.478 8.330
C 0.021 2.689 7.903
C -0.161 2.379 6.616
H 2.453 3.892 5.377
H 2.869 4.496 7.594
H 1.303 3.731 9.368
H -0.691 2.334 8.643
H -0.997 1.775 6.287

Force components x, y, z for each atom (eV/Å):
0.557 -0.827 -0.866
-0.080 -0.138 0.026
0.012 0.077 0.072
0.115 -0.037 -0.004
-0.009 0.047 -0.122
-0.069 0.013 -0.022
0.066 -0.016 -0.042
0.112 -0.036 -0.016
-0.189 -0.637 0.024
0.112 -0.111 -0.112
0.010 0.002 0.023
0.023 0.076 -0.094
-0.112 -0.027 0.186
-0.155 -0.419 0.336
-0.103 0.802 -0.114
0.009 -1.289 0.557
0.061 0.320 -0.267
-0.151 -0.066 0.196
-0.001 -0.055 0.024
0.065 0.011 0.101
-0.006 0.070 0.033
0.075 -0.026 0.080
-0.099 -0.070 -0.014
0.078 0.016 -0.157
0.194 0.344 0.549
-1.067 -0.568 -1.363
-0.235 -0.090 -0.339
-0.130 0.031 -0.008
0.308 -0.041 0.087
-0.051 0.048 -0.080
-0.182 0.005 0.072
-0.039 -0.053 0.004
-0.019 0.102 0.118
0.133 -0.045 0.007
-0.025 0.056 -0.108
0.004 0.063 0.082
-0.053 0.085 -0.133
-0.121 -0.111 0.023
-0.015 0.085 0.146
-0.068 -0.074 0.003
0.112 -0.041 -0.004
-0.084 0.045 0.042
-0.060 0.008 0.096
-0.006 0.077 -0.074
0.065 -0.114 0.099
-0.116 -0.158 0.049
0.044 0.006 -0.095
0.052 -0.018 0.096
0.095 -0.031 -0.106
-0.002 0.126 -0.002
-0.125 -0.108 -0.021
-0.052 0.110 0.012
0.095 -0.012 -0.141
0.081 -0.007 -0.132
-0.122 -0.081 -0.019
-0.048 0.148 0.020
0.085 0.014 -0.148
-0.031 0.147 0.055
0.083 -0.062 0.091
-0.136 -0.083 0.003
0.081 -0.047 0.134
-0.012 0.090 -0.014
0.097 0.014 0.087
-0.093 -0.096 0.012
0.129 -0.063 -0.028
0.003 0.050 0.100
-0.028 -0.041 -0.033
-0.055 0.017 -0.071
0.082 -0.008 -0.009
0.034 0.063 0.090
0.108 -0.050 -0.037
-0.041 0.107 -0.099
-0.122 0.054 -0.400
0.220 0.047 0.201
0.064 -0.017 0.215
0.036 0.063 -0.126
-0.134 -0.160 0.097
-0.138 0.086 -0.405
-0.099 -0.175 0.221
0.280 0.291 -0.044
0.124 -0.004 0.653
0.722 0.800 -0.212
-0.432 -0.157 -0.380
-0.499 -0.545 0.184
1.585 1.448 0.211
0.025 -0.006 0.005
-0.021 -0.042 0.053
0.052 0.008 0.077
-0.044 -0.070 0.033
-0.212 0.325 0.048
0.286 0.221 -0.249
-0.090 0.209 0.062
-1.085 0.555 0.917
-0.049 -0.004 -0.067
-0.084 -0.484 0.194
0.100 -0.057 -0.025
-0.005 -0.087 0.013
0.107 0.073 -0.132
-0.029 0.008 -0.046
0.054 0.020 -0.068
0.166 -0.121 0.039
-0.040 0.110 -0.015
0.032 0.076 0.046
0.000 -0.038 -0.014
-0.072 0.015 0.097
-0.502 -0.243 0.530
0.247 0.003 -0.770
0.278 0.246 0.392
-0.320 -0.174 0.247
0.180 0.277 1.078
0.164 -0.117 -1.399
-0.016 0.017 0.068
-0.005 -0.005 -0.018
-0.055 -0.037 -0.080
0.081 0.037 -0.041
0.057 0.038 -0.028

=====

2.
Molecular formula: C47H57IrN4O3S3Te
Method: DFT, ωB97M-V/def2-TZVPD

## Properties
* frontier orbital gap (alpha / beta): 3.495 / 4.093 eV
* calculated total energy: -104380.918 eV
* charge: +3
* E_LUMO (alpha / beta): -0.3624 / -0.3552 Ha
* spin multiplicity: 2

Element x y z (Å)
Ir 0.181 -0.113 0.337
S 2.317 -0.052 1.204
C 2.369 1.308 2.287
N 3.481 1.482 3.034
C 3.634 2.738 3.732
C 2.290 3.132 4.339
N 1.275 3.172 3.305
C 0.384 4.311 3.291
C 1.154 5.556 2.910
C 1.315 6.606 3.807
C 2.010 7.743 3.427
C 2.564 7.828 2.159
C 2.417 6.778 1.265
C 1.721 5.645 1.641
C 1.292 2.198 2.366
S -0.073 2.012 1.278
C 4.553 0.518 3.097
C 5.805 1.010 2.414
C 5.824 1.176 1.030
C 6.985 1.570 0.395
C 8.132 1.813 1.136
C 8.112 1.674 2.515
C 6.950 1.282 3.153
H 3.967 3.517 3.036
H 4.391 2.621 4.507
H 2.370 4.110 4.815
H 1.994 2.406 5.107
H -0.051 4.429 4.286
H -0.422 4.117 2.581
H 0.878 6.549 4.792
H 2.118 8.562 4.121
H 3.102 8.714 1.861
H 2.845 6.843 0.276
H 1.603 4.825 0.945
H 4.208 -0.400 2.615
H 4.762 0.309 4.150
H 4.927 0.976 0.458
H 7.005 1.688 -0.677
H 9.043 2.102 0.639
H 9.000 1.869 3.093
H 6.939 1.164 4.227
C -3.040 -2.409 -1.547
C -2.663 -1.387 -0.524
O -1.759 -0.557 -0.730
N -3.355 -1.394 0.616
C -3.202 -0.377 1.640
C -2.227 -0.749 2.731
C -2.680 -0.913 4.038
C -1.775 -1.215 5.042
C -0.442 -1.373 4.697
C -0.078 -1.219 3.373
N -0.939 -0.904 2.408
H -2.751 -2.078 -2.541
H -4.104 -2.626 -1.542
H -2.498 -3.329 -1.330
H -4.078 -2.086 0.746
H -4.184 -0.185 2.077
H -2.840 0.535 1.150
H -3.726 -0.790 4.270
H -2.101 -1.334 6.064
H 0.309 -1.612 5.433
H 0.950 -1.369 3.073
C -4.590 6.155 -5.606
C -3.862 5.151 -4.799
C -3.592 5.358 -3.439
C -2.910 4.436 -2.679
C -2.649 4.680 -1.227
C -2.466 3.239 -3.286
Te -1.440 1.828 -2.140
C -2.735 3.006 -4.651
C -2.293 1.757 -5.340
C -3.422 3.956 -5.376
H -4.867 7.022 -5.015
H -5.491 5.715 -6.038
H -3.977 6.478 -6.448
H -3.934 6.269 -2.971
H -3.026 5.651 -0.921
H -1.579 4.644 -1.013
H -3.141 3.917 -0.620
H -1.806 1.071 -4.638
H -1.592 1.992 -6.140
H -3.147 1.252 -5.789
H -3.623 3.762 -6.420
C 3.234 0.895 -3.173
C 2.840 2.358 -2.976
C 2.057 2.279 -1.670
O 1.339 1.043 -1.719
C 2.008 0.156 -2.635
H 4.125 0.656 -2.591
H 3.424 0.641 -4.212
H 2.196 2.687 -3.793
H 3.693 3.030 -2.909
H 1.326 3.083 -1.545
H 2.742 2.276 -0.812
H 1.302 -0.080 -3.438
H 2.260 -0.767 -2.112
C 3.732 -7.292 -3.457
C 3.272 -6.151 -2.622
C 2.157 -5.393 -2.990
C 1.659 -4.406 -2.162
C 2.285 -4.168 -0.949
C 3.439 -4.853 -0.589
C 3.926 -5.836 -1.427
S 1.580 -3.022 0.250
C 0.346 -4.177 0.972
O 0.704 -2.067 -0.548
H 3.298 -7.264 -4.452
H 3.432 -8.233 -2.991
H 4.818 -7.315 -3.534
H 1.662 -5.592 -3.928
H 0.786 -3.831 -2.438
H 3.934 -4.637 0.345
H 4.816 -6.379 -1.150
H 0.077 -4.956 0.267
H -0.518 -3.574 1.234
H 0.770 -4.619 1.867

Force components x, y, z for each atom (eV/Å):
-0.082 -0.230 1.036
-0.777 0.893 0.236
3.810 -2.726 0.425
-2.545 -0.085 -1.278
-0.312 0.982 0.652
1.038 -0.127 0.431
0.650 -1.993 -1.670
-0.731 0.603 -0.066
0.154 0.070 -0.043
-0.140 -0.183 -0.089
0.117 0.064 -0.087
-0.067 0.032 0.073
0.061 -0.090 -0.014
-0.083 -0.036 0.134
-3.579 2.869 0.573
0.626 -0.107 0.190
0.790 -0.554 -0.291
0.124 0.147 -0.046
-0.097 -0.087 0.221
0.029 0.109 -0.052
-0.021 -0.052 0.164
0.118 0.104 -0.197
-0.262 -0.133 0.011
0.086 -0.154 0.038
-0.062 0.003 -0.045
-0.040 -0.018 -0.172
-0.067 0.071 -0.065
0.002 -0.097 -0.028
0.038 0.024 0.137
-0.082 -0.002 0.151
0.011 0.062 0.060
0.052 0.101 -0.003
0.035 0.037 -0.090
-0.041 -0.094 -0.172
0.059 0.042 0.246
-0.120 0.057 -0.033
-0.056 -0.046 -0.142
-0.004 -0.009 -0.122
0.138 0.069 -0.078
0.118 0.018 0.060
0.020 -0.041 0.150
0.068 0.059 -0.190
-0.442 -0.352 0.210
1.299 0.016 0.492
0.058 -0.012 0.201
0.166 0.251 -0.104
-0.637 0.070 -0.183
0.354 -0.013 -0.126
0.080 -0.003 -0.115
-0.110 0.017 -0.150
0.530 -0.281 0.355
1.087 0.620 -1.512
0.070 0.109 0.027
-0.101 -0.019 0.071
0.072 -0.090 0.019
0.003 0.029 -0.134
0.161 0.061 -0.068
-0.200 -0.065 0.055
-0.109 0.020 -0.095
-0.043 0.003 0.079
0.062 -0.081 0.059
0.001 0.042 0.018
-0.191 0.194 -0.328
0.425 -0.660 0.380
-0.126 0.096 -0.250
0.176 -0.325 -0.047
-0.087 0.274 0.185
0.125 0.091 0.338
-0.577 0.572 -0.789
0.210 -0.245 0.237
0.151 -0.336 -0.015
-0.184 0.450 0.197
-0.045 0.076 -0.020
-0.046 0.042 0.044
0.006 0.076 0.022
-0.052 0.144 0.037
-0.046 0.097 0.015
-0.021 0.005 0.062
0.042 0.032 0.069
-0.151 0.092 -0.404
0.032 -0.024 -0.061
-0.015 -0.049 -0.054
-0.043 0.017 -0.160
-0.163 0.012 0.145
-0.244 -0.260 0.090
0.220 0.970 0.284
-0.375 -0.904 1.069
0.317 -0.757 -0.609
0.003 -0.032 0.020
0.033 -0.013 -0.002
-0.032 0.066 0.062
-0.028 0.021 0.040
0.089 -0.115 0.024
-0.032 -0.045 -0.005
-0.043 0.043 0.147
-0.024 0.030 -0.051
0.117 -0.266 -0.098
-0.095 0.302 0.258
0.115 -0.051 0.109
-0.254 0.162 0.174
0.128 0.469 0.197
-0.152 0.197 0.183
-0.199 -0.071 -0.220
0.047 -2.135 0.198
0.373 0.396 0.002
-0.917 1.437 -0.430
0.032 0.007 -0.089
-0.016 0.005 -0.007
0.047 0.020 -0.069
-0.031 -0.043 -0.105
-0.069 0.013 -0.088
0.132 0.030 0.125
0.098 -0.080 0.055
0.054 0.061 -0.188
-0.097 0.134 0.088
0.111 -0.099 0.117

=====

These records have strongest force on any atom values of 2.157 4.704 eV/Å, in the order they appear.